{
  "formula": "C15H46BrInN6O4P3",
  "method": "wB97M-V/def2-TZVPD",
  "species": ["O", "P", "O", "In", "C", "C", "C", "Br", "H", "H", "H", "H", "H", "H", "H", "H", "H", "H", "O", "P", "N", "C", "C", "N", "C", "C", "N", "C", "C", "H", "H", "H", "H", "H", "H", "H", "H", "H", "H", "H", "H", "H", "H", "H", "H", "H", "H", "O", "P", "N", "C", "C", "N", "C", "C", "N", "C", "C", "H", "H", "H", "H", "H", "H", "H", "H", "H", "H", "H", "H", "H", "H", "H", "H", "H", "H"],
  "positions_angstrom": [[6.16377, 2.63697, 3.44415], [5.48498, 2.98519, 1.94182], [6.25546, 4.44177, 1.49956], [6.51082, 1.31687, 0.25016], [8.67360, 1.04076, 0.88407], [9.77805, 1.70548, 0.03753], [9.28753, 2.73847, -0.96535], [10.75303, 3.89721, -1.58880], [6.89193, 2.02487, 3.30319], [6.44322, 4.35472, 0.56032], [5.60716, -0.20425, 0.16279], [6.36799, 2.13382, -1.32909], [8.84173, -0.03559, 0.84969], [8.77253, 1.32023, 1.93395], [10.24568, 0.91470, -0.55225], [10.57613, 2.15871, 0.62676], [8.86718, 2.22873, -1.82347], [8.53319, 3.40924, -0.57494], [2.51979, 2.40208, -0.70112], [1.04556, 2.17352, -0.76430], [0.66022, 2.11785, 0.90647], [0.24939, 1.02101, 1.74705], [0.83805, 3.36686, 1.62539], [1.08899, 0.67522, -1.64243], [0.56713, -0.59167, -1.16740], [2.30377, 0.44592, -2.43303], [-0.56259, 2.49329, -1.21920], [-1.76990, 2.02687, -0.57151], [-0.73544, 2.85423, -2.62575], [-0.67002, 1.27562, 2.29603], [1.02088, 0.76819, 2.48495], [0.02302, 0.11747, 1.18852], [-0.02036, 4.04145, 1.47102], [1.74178, 3.88465, 1.29731], [0.94464, 3.19161, 2.69505], [0.93920, -0.86240, -0.17400], [0.86307, -1.40431, -1.83266], [-0.52565, -0.61310, -1.18565], [3.12399, 0.03855, -1.83121], [2.64949, 1.36759, -2.89082], [2.08312, -0.24877, -3.24902], [-1.75684, 0.96810, -0.30787], [-2.62703, 2.17818, -1.22689], [-1.98088, 2.59336, 0.33987], [-0.85104, 1.96676, -3.26137], [0.12962, 3.41428, -2.98576], [-1.60593, 3.50007, -2.76193], [-4.58253, -0.69261, -0.05291], [-5.18919, -2.06078, -0.14666], [-6.34170, -1.98438, 1.12521], [-6.37994, -2.64989, 2.40505], [-7.43319, -1.05002, 0.92114], [-3.73895, -2.97423, 0.10350], [-3.50319, -3.91659, 1.18701], [-2.49379, -2.26996, -0.21144], [-5.97764, -3.35513, -0.90566], [-6.71860, -4.42486, -0.27777], [-5.46768, -3.67675, -2.24165], [-7.34428, -3.15753, 2.55035], [-6.24762, -1.94284, 3.23362], [-5.61914, -3.41768, 2.50800], [-8.21111, -1.47865, 0.27103], [-7.07928, -0.12571, 0.45855], [-7.89783, -0.77660, 1.86840], [-3.70797, -3.49278, 2.17499], [-2.45698, -4.22057, 1.19429], [-4.05827, -4.84893, 1.05212], [-2.15462, -1.63584, 0.61725], [-2.61458, -1.64489, -1.09099], [-1.70553, -2.98800, -0.44910], [-6.21776, -4.86545, 0.58612], [-6.88629, -5.22822, -0.99407], [-7.70971, -4.09320, 0.04445], [-4.61876, -4.36863, -2.19487], [-5.13556, -2.77129, -2.75215], [-6.24835, -4.11838, -2.86364]],
  "lumo_ev": 1.73,
  "e_tot_ev": -136511.989,
  "total_charge": -1,
  "orbital_gap_ev": 4.9
}



{
  "formula": "C3H5N3",
  "method": "wB97M-V/def2-TZVPD",
  "species": ["C", "C", "C", "N", "N", "N", "H", "H", "H", "H", "H"],
  "positions_angstrom": [[1.18468, 0.88732, 0.42295], [-1.03613, 0.10893, 0.02023], [-1.89561, -0.82264, 0.25403], [2.72179, -0.83330, 0.00786], [1.98458, 0.02129, 0.03279], [-0.10166, 0.98065, -0.11166], [1.49761, 1.87034, 0.73123], [-2.61637, -0.57038, 1.00562], [3.44116, -1.04139, -0.70411], [-2.16058, -1.68168, -0.21403], [-0.08410, 1.88694, -0.67437]],
  "lumo_ev": -11.23,
  "e_tot_ev": -7637.459,
  "de_lowest_kcal_mol": 72.54,
  "total_charge": 2,
  "orbital_gap_ev": 10.1
}



{
  "formula": "C10H27Cl2O2P2RuS",
  "method": "wB97M-V/def2-TZVPD",
  "species": ["C", "C", "H", "H", "H", "O", "Cl", "Ru", "P", "C", "C", "H", "H", "H", "H", "H", "H", "C", "H", "H", "H", "P", "C", "C", "H", "H", "H", "C", "H", "H", "H", "H", "H", "H", "Cl", "C", "S", "C", "O", "H", "H", "H", "H", "H", "H"],
  "positions_angstrom": [[-3.44940, -0.14912, 0.64102], [-2.41168, 0.81967, 0.20532], [-4.21474, 0.42920, 1.16798], [-3.12493, -0.87847, 1.37689], [-3.93540, -0.74004, -0.13276], [-2.60598, 1.99339, -0.03160], [-0.79032, -2.48870, -0.67686], [-0.64539, -0.20511, -0.12021], [0.46555, -1.22530, 1.79847], [1.42653, -0.23725, 3.00374], [-0.95899, -1.69110, 2.80122], [-0.61070, -1.90856, 3.81732], [1.47253, -3.23265, 2.67989], [-1.38142, -2.58204, 2.33383], [1.20440, -3.38467, 0.90434], [0.86035, 0.65203, 3.29361], [-1.69263, -0.88231, 2.83297], [1.51601, -2.71753, 1.71304], [1.56775, -0.89698, 3.86791], [2.54966, -2.43026, 1.49671], [2.41341, 0.04973, 2.63251], [-0.29689, 0.45009, -2.24605], [0.04044, 2.23624, -2.41647], [0.92227, -0.19998, -3.42996], [-2.00623, -0.82633, -3.25241], [-1.81128, 0.77288, -4.04781], [-2.65889, 0.63709, -2.47538], [-1.85438, 0.24116, -3.09427], [0.98236, -1.29570, -3.36933], [0.66442, 0.11222, -4.45094], [-0.17879, 2.50921, -3.45378], [1.08670, 2.48275, -2.21301], [1.93193, 0.15964, -3.20799], [-0.59647, 2.83023, -1.75632], [2.24102, -3.11826, -1.84823], [1.46791, 2.64774, 0.89126], [-0.20019, 1.88306, 0.87283], [1.77431, -0.03454, -0.21842], [-0.70672, 1.97387, 2.26925], [1.97028, 2.50408, -0.07854], [2.00806, 2.21626, 1.74911], [1.20048, 3.70524, 1.04087], [2.37306, 0.21289, 0.65825], [1.94554, -1.05377, -0.52485], [2.04644, 0.66001, -1.00316]],
  "spin_multiplicity": 5,
  "lumo_ev": [-13.53, -14.77],
  "e_tot_ev": -71907.225,
  "de_lowest_kcal_mol": 53.30,
  "total_charge": 3,
  "orbital_gap_ev": [6.4, 5.7]
}



{
  "formula": "C8H19NO2Si",
  "method": "wB97M-V/def2-TZVPD",
  "species": ["C", "C", "C", "C", "Si", "C", "C", "C", "O", "C", "N", "O", "H", "H", "H", "H", "H", "H", "H", "H", "H", "H", "H", "H", "H", "H", "H", "H", "H", "H", "H"],
  "positions_angstrom": [[4.19420, 1.97111, 0.23387], [3.50239, 0.64989, -0.16865], [1.97331, 0.79746, -0.22874], [1.21447, -0.48395, -0.49394], [-0.64785, -0.25623, -0.50675], [-1.39830, -1.84258, -1.14604], [-1.17994, 1.15736, -1.62969], [-1.34811, 0.05159, 1.23179], [-2.73579, 0.01260, 1.26783], [-3.11687, -1.28636, 1.49884], [-4.48485, -1.49108, 1.49944], [-2.39873, -2.27326, 1.71706], [3.81569, 2.35801, 1.20146], [4.00787, 2.75052, -0.47918], [5.28800, 1.86983, 0.31272], [3.89307, 0.26355, -1.11674], [3.79509, -0.12532, 0.54761], [1.61534, 1.20629, 0.71866], [1.69444, 1.53476, -1.01658], [1.43176, -0.87117, -1.48602], [1.48719, -1.28448, 0.20144], [-0.98527, -2.14698, -2.10826], [-2.46358, -1.64604, -1.25516], [-1.28218, -2.64878, -0.42758], [-0.66425, 2.04998, -1.24849], [-0.95901, 0.95229, -2.67303], [-2.25673, 1.25849, -1.43103], [-0.97792, -0.55670, 2.03681], [-1.05290, 1.05201, 1.52572], [-5.12244, -0.70657, 1.49344], [-4.83808, -2.31623, 1.92919]],
  "smiles": "CCCC[Si](C)(C)COC(N)=O",
  "lumo_ev": 0.82,
  "e_tot_ev": -22068.171,
  "de_lowest_kcal_mol": 3.40,
  "total_charge": 0,
  "orbital_gap_ev": 10.6
}



{
  "formula": "C3H3F",
  "method": "wB97M-V/def2-TZVPD",
  "species": ["C", "C", "C", "F", "H", "H", "H"],
  "positions_angstrom": [[-1.75073, 0.60665, -0.07954], [-0.69757, 0.09768, 0.18225], [1.00849, -0.50987, -0.03224], [1.85628, 0.52320, 0.01603], [-2.59493, 1.20964, 0.06191], [1.09415, -1.12557, 0.84737], [1.08430, -0.80172, -0.99577]],
  "smiles": "C#CCF",
  "lumo_ev": 0.93,
  "e_tot_ev": -5873.193,
  "de_lowest_kcal_mol": 29.17,
  "total_charge": 0,
  "orbital_gap_ev": 11.5
}



{
  "formula": "C6H9N4",
  "method": "wB97M-V/def2-TZVPD",
  "species": ["C", "N", "C", "C", "N", "C", "C", "N", "N", "C", "H", "H", "H", "H", "H", "H", "H", "H", "H"],
  "positions_angstrom": [[-3.76854, -0.01453, 0.98169], [-3.06965, -0.28917, -0.00936], [-2.20890, 0.32405, -0.75406], [-1.20372, 1.10068, -0.43311], [-0.08417, 1.64754, -0.10420], [1.25829, 1.24449, 0.12998], [1.82457, -0.02198, 0.02741], [3.12363, -0.11997, 0.51006], [1.10797, -1.15117, -0.00667], [1.44653, -2.19529, -0.65306], [-4.15831, -0.77929, 1.56629], [-3.98139, 0.96506, 1.18419], [-2.53915, 0.25441, -1.76347], [-0.08015, 2.70926, 0.07933], [1.98847, 1.95627, 0.47247], [3.62099, 0.74297, 0.57968], [3.43926, -1.01714, 0.17838], [0.88120, -3.05243, -0.70476], [2.40307, -2.30376, -1.28080]],
  "smiles": "C=NC=C=[NH+]/C=C(/N)N=C",
  "lumo_ev": [-4.13, -4.13],
  "e_tot_ev": -12316.586,
  "de_lowest_kcal_mol": 139.46,
  "total_charge": 1,
  "orbital_gap_ev": [7.9, 7.9]
}